A molecular structure, C17H21Cl3CoFGeNO2, computed with ωB97M-V/def2-TZVPD.

M: 528.3 g mol⁻¹
ΔE to the lowest compared entry with this formula, charge and spin: 12.6 kcal/mol
E_HOMO (alpha / beta): -0.537 / -0.570 Eh
expectation value of S²: 8.78
2S+1: 6
E_tot: -5805.1714 hartree
charge: +2

Element x y z (Å)
Co 8.493 12.198 8.192
O 10.485 12.423 8.223
C 11.539 12.706 9.193
C 11.054 12.457 10.610
C 10.185 11.112 10.719
C 8.668 11.222 10.990
C 8.220 10.720 12.210
C 6.897 10.807 12.547
C 6.018 11.292 11.559
C 6.461 11.900 10.383
N 7.779 11.776 10.106
H 10.880 11.859 7.545
H 11.866 13.752 9.100
H 12.393 12.079 8.858
H 10.497 13.303 10.992
H 11.962 12.361 11.186
H 10.618 10.452 11.518
H 10.315 10.493 9.840
H 8.973 10.190 12.872
H 6.654 10.266 13.487
H 4.940 11.247 11.605
H 5.779 12.409 9.733
F 7.655 17.742 5.682
C 7.511 16.504 6.083
C 7.930 15.469 5.241
C 8.084 14.262 5.870
C 8.042 14.073 7.222
C 7.659 15.238 8.080
C 7.208 16.385 7.524
H 8.084 15.594 4.142
H 8.098 13.425 5.232
H 7.415 14.963 9.132
H 6.854 17.249 8.135
C 6.525 9.412 7.431
C 7.804 9.789 6.642
C 8.073 8.830 5.426
O 8.657 10.613 6.988
H 6.331 8.307 7.286
H 5.610 9.926 7.116
H 6.812 9.608 8.457
H 9.004 9.208 5.100
H 7.244 8.874 4.665
H 8.078 7.868 5.815
Cl 11.418 7.801 4.979
Ge 12.395 8.948 6.505
Cl 12.140 11.110 6.146
Cl 11.439 8.510 8.379